Formula: H3PS4
Source: the OMol25 dataset
Level of theory: the ωB97M-V functional and the def2-TZVPD basis

Geometry as XYZ:
```
8
Properties=species:S:1:pos:R:3:forces:R:3
P -0.736218 -0.355798 -0.152695 -0.675 -0.314 -1.130
S -2.348367 -0.961635 -1.130663 1.401 0.291 0.729
S 2.206115 -1.045571 -1.126365 -1.135 0.974 0.623
S -0.679836 1.711375 0.263549 0.251 -0.083 -0.330
S -0.542117 -1.143532 1.748582 -2.533 -1.776 -0.380
H 2.185129 0.205575 -0.568527 0.220 -0.586 -0.312
H -0.559369 2.048297 -1.040953 -0.041 -0.068 0.218
H 0.474661 -0.458709 2.007074 2.513 1.563 0.582
```
Positions in Å, forces in eV/Å.

Computed properties:
Lowest unoccupied orbital energy (spin up / spin down) in eV: -2.5 / -2.4
Multiplicity: 1

***

Formula: C5H9N2
Source: the OMol25 dataset
Level of theory: the ωB97M-V functional and the def2-TZVPD basis

Geometry as XYZ:
```
16
Properties=species:S:1:pos:R:3:forces:R:3
C 0.993343 0.804685 0.836780 -0.778 1.227 -0.310
C 0.059264 1.742724 0.139809 2.063 3.451 -1.694
C 0.904626 -1.338290 1.608309 1.186 -4.280 -2.105
C -0.050349 -0.510152 -0.932730 -3.218 -1.509 -2.021
C -1.179089 -0.175889 -1.879967 0.433 -3.886 1.064
N 0.499213 0.491259 -0.431834 0.916 0.777 2.769
N 0.750021 -0.026079 1.882418 -0.134 1.005 1.253
H -0.941897 2.113261 0.364773 -0.277 -1.341 0.250
H 0.541937 2.584526 -0.458523 -0.218 -0.945 1.239
H 0.627730 -2.136895 2.267351 -0.219 0.263 0.542
H 1.245684 -1.709165 0.592664 0.147 0.862 2.122
H 0.188279 -1.505287 -0.498110 -0.388 0.832 -1.419
H -1.365935 0.814226 -2.000580 -0.039 2.962 -0.463
H -2.122578 -0.629251 -1.570569 0.035 -0.155 0.611
H -1.040517 -0.705580 -2.791214 0.407 -0.151 -1.186
H 0.890269 0.185906 2.871423 0.085 0.888 -0.652
```
Positions in Å, forces in eV/Å.

Computed properties:
Charge: +1
Lowest unoccupied orbital energy (spin up / spin down) in eV: -4.7 / -6.2
Multiplicity: 3